(1)
ORCA calculation (ωB97M-V/def2-TZVPD) on C4H6O in the gas phase in a non-equilibrium geometry.

Values from the calculation:
**E_HOMO**: -9.6 eV
**Multiplicity**: 1
**E**: -6291.6073 eV
**Energy relative to the best compared isomer or geometry (same formula, charge and spin)**: 7.2 kcal per mole
**LUMO**: 0.991 eV
**Structure (SMILES)**: O=C1CCC1

Each atom is followed by the atoms it is bonded to, with distances in Å.
Positions of all 11 atoms, in Å:
1 O -2.34 0.09 0.12  C2 1.202
2 C -1.15 0.01 -0.07  O1 1.202, C3 1.523, C5 1.529
3 C -0.08 1.08 -0.20  C2 1.523, C4 1.551, H6 1.099, H7 1.090
4 C 0.98 0.01 0.19  C3 1.551, C5 1.574, H8 1.091, H9 1.100
5 C -0.12 -1.11 0.04  C2 1.529, C4 1.574, H10 1.101, H11 1.082
6 H 0.01 1.46 -1.23  C3 1.099
7 H -0.19 1.90 0.51  C3 1.090
8 H 1.42 0.10 1.18  C4 1.091
9 H 1.79 -0.07 -0.55  C4 1.100
10 H -0.36 -1.90 0.77  C5 1.101
11 H 0.24 -1.54 -0.88  C5 1.082

The net atomic charges from natural (NBO), expressed in e, are: atom 1 (O): -0.515, atom 2 (C): 0.608, atom 3 (C): -0.528, atom 4 (C): -0.389, atom 5 (C): -0.536, atom 6 (H): 0.234, atom 7 (H): 0.234, atom 8 (H): 0.213, atom 9 (H): 0.205, atom 10 (H): 0.235, atom 11 (H): 0.240

***

(2)
ORCA calculation (ωB97M-V/def2-TZVPD) on C4H6O in the gas phase in a non-equilibrium geometry.

Values from the calculation:
**E_HOMO**: -9.8 eV
**Multiplicity**: 1
**E**: -6289.0516 eV
**Energy relative to the best compared isomer or geometry (same formula, charge and spin)**: 66.1 kcal per mole
**LUMO**: 1.246 eV
**Structure (SMILES)**: C1C[C@H]2O[C@@H]12

Each atom is followed by the atoms it is bonded to, with distances in Å.
Positions of all 11 atoms, in Å:
1 C -0.68 0.74 -0.20  C2 1.565, C5 1.529, H6 1.088, H7 1.097
2 C -0.76 -0.80 0.08  C1 1.565, C3 1.548, H8 1.100, H9 1.091
3 C 0.74 -0.75 0.43  C2 1.548, O4 1.582, C5 1.467, H10 1.091
4 O 1.39 -0.03 -0.82  C3 1.582, C5 1.378
5 C 0.80 0.70 0.20  C1 1.529, C3 1.467, O4 1.378, H11 1.081
6 H -1.30 1.34 0.46  C1 1.088
7 H -0.81 1.06 -1.24  C1 1.097
8 H -1.47 -1.01 0.90  C2 1.100
9 H -1.00 -1.46 -0.76  C2 1.091
10 H 1.69 -1.24 0.23  C3 1.091
11 H 1.38 1.45 0.71  C5 1.081

The net atomic charges from natural (NBO), expressed in e, are: atom 1 (C): -0.415, atom 2 (C): -0.421, atom 3 (C): -0.036, atom 4 (O): -0.513, atom 5 (C): 0.048, atom 6 (H): 0.206, atom 7 (H): 0.223, atom 8 (H): 0.220, atom 9 (H): 0.217, atom 10 (H): 0.280, atom 11 (H): 0.191

***

(3)
ORCA calculation (ωB97M-V/def2-TZVPD) on 2 unconnected molecules or ions with the total composition C4H6O in a non-equilibrium geometry.

Values from the calculation:
**E_HOMO**: -8.9 eV
**Multiplicity**: 1
**E**: -6288.1880 eV
**Energy relative to the best compared isomer or geometry (same formula, charge and spin)**: 86.0 kcal per mole
**LUMO**: 0.747 eV
**Structure (SMILES)**: CC1=C=C1.O

Each atom is followed by the atoms it is bonded to, with distances in Å.
Positions of all 11 atoms, in Å:
1 C -1.19 0.63 -0.57  C2 1.351, C3 1.464, H6 1.039
2 C 0.07 0.95 -0.19  C1 1.351, C3 1.458, C4 1.397
3 C -0.15 0.66 -1.60  C1 1.464, C2 1.458
4 C 0.96 1.37 0.79  C2 1.397, H8 1.096, H9 1.040, H10 1.079
5 O -0.07 -2.81 -0.27  H7 1.030, H11 1.027
6 H -2.12 0.32 -0.24  C1 1.039
7 H -0.18 -2.77 -1.29  O5 1.030
8 H 0.40 1.69 1.68  C4 1.096
9 H 1.68 2.04 0.46  C4 1.040
10 H 1.59 0.54 1.08  C4 1.079
11 H -0.99 -2.63 0.15  O5 1.027

The net atomic charges from natural (NBO), expressed in e, are: atom 1 (C): -0.215, atom 2 (C): 0.020, atom 3 (C): -0.075, atom 4 (C): -0.683, atom 5 (O): -0.956, atom 6 (H): 0.214, atom 7 (H): 0.485, atom 8 (H): 0.229, atom 9 (H): 0.245, atom 10 (H): 0.265, atom 11 (H): 0.472